Molecular formula: C33H31N8NaOS2
Method: DFT, ωB97M-V with the def2-TZVPD basis set

Output
Kohn-Sham gap (alpha / beta), eV: 5.64 / 6.24

Last column: Mulliken charge in e.
Element x y z (Å)
Na  0.27522  -0.32031  -0.15073  0.901
S  -0.93368  1.95477  0.81331  -0.457
C  -0.47242  3.33529  -0.07616  0.097
N  -1.03689  4.47629  0.26011  -0.844
N  -0.43630  5.63243  -0.03921  0.254
C  0.89030  5.98311  0.09025  0.828
C  1.27291  7.27491  -0.29176  -0.591
C  2.57672  7.69590  -0.12772  -0.488
C  3.52075  6.84941  0.43098  -0.504
C  3.14168  5.57931  0.84234  -0.734
C  1.84476  5.14396  0.67690  -0.115
N  0.29191  3.31917  -1.19592  -0.659
N  0.67231  2.16535  -1.61227  0.349
C  1.25294  2.02837  -2.81863  -0.934
C  1.27358  0.59765  -3.23244  0.215
C  1.70140  0.22130  -4.66080  -0.063
C  2.48568  1.31527  -5.31046  -1.232
C  2.58143  2.54602  -4.78026  -0.349
C  1.94771  2.94188  -3.55876  -0.489
H  -1.09641  6.39586  -0.14031  0.246
H  0.53437  7.94134  -0.71681  0.331
H  2.85710  8.69432  -0.43241  0.364
H  4.54134  7.17519  0.55475  0.383
H  3.86168  4.91893  1.30407  0.388
H  1.55461  4.16186  1.02008  0.451
H  0.34119  0.10534  -2.93937  0.577
H  0.90712  -0.12610  -5.32923  0.405
H  2.94961  1.07189  -6.25569  0.403
H  3.13626  3.30376  -5.31439  0.410
H  2.03994  3.96046  -3.21405  0.583
N  0.95373  -4.56520  -2.31085  -0.057
C  0.33829  -5.35413  -1.38737  -0.627
C  0.23666  -4.58963  -0.25589  -0.470
N  0.76209  -3.36726  -0.47274  -0.222
C  1.18431  -3.35944  -1.71583  0.103
C  1.76196  -2.21973  -2.37319  0.323
N  2.12112  -1.17891  -1.71684  -0.654
C  2.48485  -0.19739  -2.68504  -0.068
C  2.57843  -0.90024  -4.06749  -0.288
N  1.87215  -2.13041  -3.74795  -0.294
H  1.19744  -4.83271  -3.24841  0.175
H  0.04619  -6.35992  -1.60360  0.470
H  -0.18165  -4.84527  0.69676  0.558
H  3.31414  0.42660  -2.35941  0.640
H  3.54163  -1.09432  -4.55143  0.464
H  1.98815  -2.94648  -4.32552  0.297
O  -1.13509  -1.27025  0.95433  -0.599
S  -2.21903  -0.71495  1.77954  0.426
C  -1.45375  -0.05319  3.33395  -0.913
C  -0.63580  -1.03913  4.07965  0.223
C  -1.06246  -1.54331  5.30572  -0.263
C  -0.28099  -2.44110  6.01026  -0.686
C  0.93016  -2.86505  5.49039  -0.364
C  1.35517  -2.38064  4.26403  -0.843
C  0.58469  -1.46822  3.56721  0.219
C  -2.96992  -2.21984  2.59307  -0.770
C  -3.94841  -2.82883  1.65281  0.232
C  -3.51921  -3.34758  0.43500  0.007
C  -4.43214  -3.86092  -0.46772  -0.773
C  -5.78506  -3.87179  -0.16781  -0.406
C  -6.21961  -3.36818  1.04607  -0.657
C  -5.30740  -2.84789  1.94742  -0.521
H  -2.30005  0.31155  3.91270  0.487
H  -0.86166  0.79372  2.98462  0.388
H  -2.00253  -1.21009  5.72354  0.372
H  -0.61602  -2.80873  6.96905  0.381
H  1.54133  -3.56582  6.04062  0.386
H  2.29786  -2.70745  3.85161  0.422
H  0.92919  -1.07660  2.61829  0.282
H  -3.45562  -1.89507  3.50854  0.516
H  -2.12988  -2.87517  2.81171  0.355
H  -2.46589  -3.32845  0.19770  0.485
H  -4.08874  -4.25389  -1.41392  0.408
H  -6.49787  -4.26280  -0.87968  0.379
H  -7.27286  -3.37412  1.28815  0.380
H  -5.65476  -2.45468  2.89256  0.372

---

Molecular formula: C33H32As2ClFeNO8PSe
Method: DFT, ωB97M-V with the def2-TZVPD basis set

Output
Kohn-Sham gap (alpha / beta), eV: 7.06 / 7.01
Multiplicity: 5
Total charge: +1

Last column: Mulliken spin population.
Element x y z (Å)
Fe  -0.92374  0.95484  -1.87051  3.656
Cl  -1.71792  -1.12752  -2.93244  0.046
C  -0.41913  -1.68666  -3.99797  0.000
C  -0.75346  -2.65338  -4.92253  -0.002
C  0.23667  -3.11425  -5.77980  0.000
C  1.52470  -2.60607  -5.70035  0.001
C  1.83224  -1.63353  -4.75916  0.001
C  0.86322  -1.15888  -3.87919  -0.001
P  1.23217  0.12035  -2.64284  0.018
C  1.73029  -0.82252  -1.16359  -0.020
C  1.73270  -0.15214  0.06180  0.039
C  2.17464  -0.79632  1.21146  0.005
C  2.62058  -2.10944  1.14324  0.004
C  2.62180  -2.78046  -0.07304  0.000
C  2.17432  -2.14258  -1.22228  0.004
C  2.71399  0.94061  -3.25204  0.009
C  2.55496  1.85229  -4.29860  0.007
C  3.66090  2.48997  -4.83630  -0.001
C  4.92614  2.22872  -4.31997  0.002
C  5.08292  1.33458  -3.26953  0.000
C  3.97690  0.68711  -2.73057  0.005
H  -1.76623  -3.03278  -4.97652  0.000
H  -0.00907  -3.86689  -6.51826  0.000
H  2.29271  -2.96223  -6.37451  0.000
H  2.83802  -1.23312  -4.70748  0.000
H  1.40474  0.88044  0.12057  -0.010
H  2.17864  -0.26691  2.15668  0.000
H  2.96568  -2.61327  2.03815  0.000
H  2.97571  -3.80342  -0.12634  0.000
H  2.17677  -2.67357  -2.16716  0.000
H  1.56695  2.06520  -4.69531  -0.003
H  3.53525  3.19431  -5.64906  0.000
H  5.79110  2.73141  -4.73360  0.000
H  6.06740  1.13711  -2.86460  0.000
H  4.10781  -0.00787  -1.90978  0.001
C  -0.59297  -4.64421  0.68225  0.000
O  -0.60297  -3.34708  1.32172  0.000
C  -1.54685  -2.52328  0.92163  -0.010
O  -2.24615  -2.66654  -0.05475  0.001
C  -1.66811  -1.24800  1.72234  0.018
C  -1.83824  -1.14644  3.03163  -0.003
As  -2.08389  0.52855  4.08540  0.001
C  -0.39275  0.38766  5.06288  0.000
C  -1.42620  1.84621  2.78036  -0.007
C  -1.54133  1.79211  1.46169  0.027
As  -1.99467  0.19250  0.45092  0.013
C  -3.92973  0.23600  0.51890  0.004
C  -1.12540  2.86503  0.47835  0.010
O  -0.35047  2.54920  -0.41110  0.009
O  -1.61230  4.07113  0.48767  0.004
C  -2.79906  4.45096  1.22913  0.000
C  -0.87732  3.08272  3.46200  0.002
O  -1.26560  3.47287  4.52830  0.000
O  0.13168  3.60639  2.77183  0.000
C  0.73086  4.79543  3.34629  0.000
C  -2.05294  -2.40840  3.86583  0.000
O  -2.12061  -3.53017  3.45374  0.000
O  -2.25361  -2.07030  5.14581  0.000
C  -2.57725  -3.16333  6.03626  0.000
H  -0.14749  -5.32026  1.40248  0.000
H  0.00784  -4.59404  -0.22376  0.000
H  -1.60451  -4.94822  0.43852  0.000
H  -0.47549  -0.44070  5.75834  0.000
H  -0.25069  1.31191  5.61802  0.000
H  0.43883  0.22112  4.38179  0.000
H  -4.24978  0.33053  1.55165  -0.001
H  -4.30538  -0.68909  0.09008  0.000
H  -4.28439  1.08242  -0.06591  0.000
H  -2.60933  5.44062  1.62732  0.000
H  -3.02765  3.75522  2.03096  0.000
H  -3.61780  4.49058  0.51669  0.000
H  1.47631  5.11143  2.62647  0.000
H  1.18884  4.55186  4.30006  0.000
H  -0.02422  5.56237  3.49137  0.000
H  -2.75158  -2.70106  7.00099  0.000
H  -1.74804  -3.86304  6.08410  0.000
H  -3.46660  -3.67808  5.68658  0.000
Se  -3.71188  4.54917  -3.28211  0.087
C  -2.71802  3.14071  -2.98543  0.020
N  -2.05341  2.18440  -2.78588  0.065

---

Molecular formula: C33H32AuN3O2P2
Method: DFT, ωB97M-V with the def2-TZVPD basis set

Output
Kohn-Sham gap (alpha / beta), eV: 7.38 / 5.14
Multiplicity: 3
Total charge: +2

Last column: Mulliken spin population.
Element x y z (Å)
Au  0.19666  -0.22084  1.89201  0.335
C  1.38259  -0.85836  -1.37660  -0.009
N  0.02171  -0.65559  -1.88740  0.361
C  -1.04340  -1.43150  -1.25828  -0.018
P  -1.61570  -0.85089  0.41995  0.224
C  -2.70579  0.55069  0.14580  0.014
C  -3.37462  1.03287  1.27571  0.015
C  -4.19788  2.14021  1.16239  -0.008
C  -4.34909  2.77793  -0.06273  0.019
C  -3.67742  2.30854  -1.18273  -0.011
C  -2.85326  1.19735  -1.08106  0.009
C  -2.59098  -2.24180  0.98023  0.014
C  -2.08258  -3.09291  1.95931  0.006
C  -2.84039  -4.17014  2.38933  -0.002
C  -4.09948  -4.39010  1.84928  0.004
C  -4.61276  -3.53649  0.87955  0.002
C  -3.86349  -2.45768  0.44497  0.017
C  -0.15858  -0.04652  -3.09530  0.124
C  -1.19416  -0.44112  -3.98796  0.117
C  -1.32691  0.18998  -5.19703  -0.026
C  -0.47564  1.24455  -5.54474  0.215
C  0.53522  1.65876  -4.67137  -0.041
C  0.71099  1.01931  -3.47306  0.160
P  1.86228  -0.15004  0.28150  0.142
C  3.39056  -1.03436  0.59627  -0.019
C  3.56790  -1.65541  1.83084  0.008
C  4.74840  -2.32984  2.10570  0.005
C  5.74760  -2.39222  1.14675  0.000
C  5.57277  -1.78631  -0.09297  0.002
C  4.40040  -1.10519  -0.36944  0.007
C  2.20756  1.58722  -0.06637  -0.009
C  1.11037  2.42611  -0.29599  0.021
C  1.30655  3.77637  -0.53128  -0.006
C  2.59428  4.30126  -0.51815  0.008
C  3.68181  3.47759  -0.26772  -0.003
C  3.49438  2.12031  -0.04036  0.008
H  2.07802  -0.45884  -2.10820  0.011
H  1.54732  -1.93906  -1.32325  0.009
H  -0.71426  -2.46414  -1.12042  0.012
H  -1.92686  -1.42592  -1.88943  0.023
H  -3.24568  0.54604  2.23629  0.005
H  -4.72196  2.50671  2.03448  0.000
H  -4.99630  3.64065  -0.14514  0.001
H  -3.80413  2.80081  -2.13763  0.000
H  -2.35114  0.84127  -1.97120  0.017
H  -1.11553  -2.90157  2.40740  0.002
H  -2.45710  -4.82593  3.15862  0.000
H  -4.69322  -5.22518  2.19591  0.000
H  -5.60075  -3.70603  0.47428  0.000
H  -4.27565  -1.77403  -0.28865  0.003
H  -1.83314  -1.27976  -3.75612  -0.005
H  -2.08344  -0.14171  -5.89447  0.002
H  -0.59625  1.73828  -6.49965  0.003
H  1.17234  2.48985  -4.93968  0.001
H  1.46615  1.36234  -2.78010  0.013
H  2.77622  -1.63257  2.57144  -0.002
H  4.88426  -2.81085  3.06452  0.000
H  6.66865  -2.91650  1.36270  0.000
H  6.35213  -1.84450  -0.84030  0.000
H  4.28783  -0.61995  -1.33218  0.001
H  0.09674  2.03301  -0.27486  0.004
H  0.45681  4.42259  -0.70666  0.000
H  2.74686  5.35814  -0.69069  0.000
H  4.68099  3.89079  -0.24386  0.000
H  4.34880  1.48803  0.16162  0.001
N  1.21075  0.92218  3.71665  0.113
N  0.33436  0.70636  4.79465  0.001
C  -0.99384  0.30294  4.55877  -0.003
O  -1.81369  0.43804  5.42574  0.020
O  -1.22567  -0.26470  3.39369  0.104
H  2.12619  0.54671  3.94288  -0.013
H  1.30868  1.91123  3.49569  -0.010
H  0.43562  1.32350  5.58810  0.004

---

In g mol⁻¹, the M values for the records above are, in order, 642.8 921.7 761.6.
In kcal per mole, the energy above the lowest of the compared OMol25 structures with the same formula, charge and spin values for the records above are, in order, 80.1 0.0 0.0.